1.
Density functional theory data (ωB97M-V/def2-TZVPD) for a cluster of 2 separate species, C7H8NO3S3 in total.

Each line ends with the natural charge from an NBO analysis.
Cartesian coordinates (Å):
1 C 0.80 -1.22 -0.03  -0.18
2 C 1.67 -0.32 0.23  -0.39
3 C -0.60 -0.70 -0.13  -0.06
4 C -0.54 0.75 0.15  0.05
5 C -1.75 -1.36 -0.35  -0.38
6 C 0.95 -2.73 -0.11  -0.61
7 C -3.46 3.35 0.00  -0.77
8 N -1.58 1.46 0.23  -0.65
9 O 4.66 1.13 0.33  -0.93
10 O 4.45 -0.86 -1.16  -0.93
11 O 4.45 -1.06 1.32  -0.94
12 S 1.08 1.21 0.48  0.32
13 S -1.68 3.10 0.37  0.40
14 S 4.26 -0.26 0.15  2.40
15 H -2.71 -0.84 -0.54  0.20
16 H -1.80 -2.36 -0.50  0.18
17 H 1.93 -3.01 -0.29  0.23
18 H 0.37 -3.12 -0.88  0.20
19 H 0.74 -3.14 0.93  0.20
20 H -3.80 2.79 0.92  0.23
21 H -3.68 2.80 -0.92  0.22
22 H -3.77 4.39 -0.19  0.23

As for the spin multiplicity: 1. As for the net charge: -1. The relative energy (zero: lowest compared OMol25 entry of this formula, charge and spin) is 2.440 eV. Its total energy is -1746.5195 a.u. The HOMO energy is -4.37 eV. The LUMO energy is 2.7 eV. The gap between HOMO and LUMO comes out at 0.260 Eh.

2.
Density functional theory data (ωB97M-V/def2-TZVPD) for a cluster of 2 separate species, C7H8NO4S in total.

Each line ends with the natural charge from an NBO analysis.
Cartesian coordinates (Å):
1 C 0.70 -0.23 -2.88  -0.20
2 C 0.61 1.15 -3.03  -0.32
3 C 0.25 -0.80 -1.70  -0.32
4 C 0.09 1.89 -1.98  0.02
5 C -0.28 0.03 -0.71  -0.03
6 C -1.32 0.78 2.20  -0.74
7 C -0.96 -0.63 1.91  0.34
8 N -0.36 1.34 -0.86  -0.54
9 O 1.14 -1.18 3.48  -0.97
10 O 1.78 -0.04 1.44  -0.92
11 O 0.92 -2.38 1.33  -0.89
12 O -1.63 -1.67 1.86  -0.64
13 S 0.85 -0.94 2.07  2.23
14 H 1.10 -0.84 -3.68  0.19
15 H 0.95 1.64 -3.93  0.19
16 H 0.32 -1.86 -1.54  0.19
17 H 0.01 2.97 -2.05  0.16
18 H -1.07 1.40 1.33  0.30
19 H -2.38 0.87 2.42  0.22
20 H -0.72 1.12 3.04  0.23
21 H -0.02 -2.62 1.28  0.51

As for the spin multiplicity: 1. As for the net charge: -1. The relative energy (zero: lowest compared OMol25 entry of this formula, charge and spin) is 2.223 eV. Its total energy is -1025.4053 a.u. The HOMO energy (alpha / beta) is -2.83 / -2.83 eV. The LUMO energy (alpha / beta) is 3.7 / 3.7 eV. The gap between HOMO and LUMO (alpha / beta) comes out at 0.240 / 0.240 Eh.

3.
Density functional theory data (ωB97M-V/def2-TZVPD) for an isolated molecule of C7H8O.

Each line ends with the natural charge from an NBO analysis.
Cartesian coordinates (Å):
1 C 0.22 0.86 1.11  0.65
2 C 0.87 0.76 -0.30  -0.39
3 C -0.40 0.61 -1.21  -0.39
4 C -1.39 -0.20 -0.29  -0.39
5 C -0.56 -0.48 1.02  -0.38
6 C 0.65 -1.30 0.63  -0.19
7 C 1.49 -0.56 -0.13  -0.19
8 H 1.53 1.63 -0.55  0.23
9 H -0.80 1.58 -1.51  0.22
10 H -0.14 0.03 -2.12  0.21
11 H -2.24 0.41 -0.08  0.22
12 H -1.70 -1.12 -0.76  0.22
13 H -1.12 -0.80 1.90  0.24
14 H 0.89 -2.32 0.95  0.22
15 H 2.44 -0.85 -0.60  0.23
16 O 0.26 1.74 1.94  -0.52

As for the spin multiplicity: 1. As for the net charge: 0. The relative energy (zero: lowest compared OMol25 entry of this formula, charge and spin) is 1.221 eV. Its total energy is -346.7306 a.u. The HOMO energy is -9.39 eV. The LUMO energy is 1.1 eV. The SMILES is O=C1[C@@H]2C=C[C@H]1CC2. The gap between HOMO and LUMO comes out at 0.384 Eh.

4.
Density functional theory data (ωB97M-V/def2-TZVPD) for a structure of composition C7H8O.

Each line ends with the natural charge from an NBO analysis.
Cartesian coordinates (Å):
1 C 2.59 0.00 0.56  -0.21
2 C 0.43 -0.09 -0.28  0.26
3 C -0.09 1.20 -0.20  -0.24
4 C -1.48 1.26 0.08  -0.21
5 C -2.25 0.11 0.18  -0.25
6 C -1.65 -1.17 0.07  -0.18
7 C -0.28 -1.24 -0.08  -0.29
8 H 3.59 -0.04 0.15  0.18
9 H 2.50 0.84 0.95  0.14
10 H 2.38 -0.67 1.39  0.16
11 H 0.56 2.24 -0.38  0.24
12 H -1.90 2.27 0.18  0.22
13 H -3.39 0.15 0.32  0.23
14 H -2.54 -2.17 0.32  0.23
15 H 0.40 -2.19 -0.58  0.25
16 O 1.85 -0.11 -0.54  -0.52

As for the spin multiplicity: 1. As for the net charge: 0. The relative energy (zero: lowest compared OMol25 entry of this formula, charge and spin) is 3.767 eV. Its total energy is -346.6371 a.u. The HOMO energy is -9.40 eV. The LUMO energy is 0.9 eV. The gap between HOMO and LUMO comes out at 0.379 Eh.

5.
Density functional theory data (ωB97M-V/def2-TZVPD) for an isolated molecule of C7H8O.

Each line ends with the natural charge from an NBO analysis.
Cartesian coordinates (Å):
1 C -2.10 -1.00 0.13  -0.32
2 C -2.97 0.04 -0.14  0.08
3 C -0.81 -0.39 0.03  -0.24
4 C -1.03 0.87 -0.30  0.34
5 C 0.58 -0.84 0.18  -0.50
6 C 1.34 0.20 -0.61  0.01
7 C 2.43 0.99 0.11  -0.68
8 O -2.33 1.20 -0.28  -0.44
9 H -2.32 -2.05 0.31  0.23
10 H -4.03 0.20 0.03  0.20
11 H 0.97 -0.62 1.25  0.22
12 H 0.57 -1.91 -0.21  0.24
13 H 1.57 0.05 -1.64  0.18
14 H 3.17 1.44 -0.48  0.22
15 H 2.99 0.17 0.71  0.21
16 H 2.00 1.64 0.93  0.24

As for the spin multiplicity: 1. As for the net charge: 0. The relative energy (zero: lowest compared OMol25 entry of this formula, charge and spin) is 5.959 eV. Its total energy is -346.5565 a.u. The HOMO energy (alpha / beta) is -8.50 / -7.91 eV. The LUMO energy (alpha / beta) is 0.3 / -0.6 eV. The gap between HOMO and LUMO (alpha / beta) comes out at 0.324 / 0.269 Eh.

6.
Density functional theory data (ωB97M-V/def2-TZVPD) for an isolated molecule of C7H8O.

Each line ends with the natural charge from an NBO analysis.
Cartesian coordinates (Å):
1 C 0.28 -0.68 0.68  -0.05
2 C 1.01 0.77 0.34  -0.13
3 C -0.86 -0.93 -0.25  -0.44
4 C -1.40 0.39 -0.48  -0.43
5 C -0.42 1.36 0.18  -0.22
6 C -0.03 0.62 1.50  -0.26
7 C 1.71 -0.61 0.10  0.16
8 O 2.03 -0.96 -1.15  -0.65
9 H -0.40 -1.46 -1.14  0.19
10 H -1.68 -1.62 0.13  0.23
11 H -1.56 0.58 -1.58  0.21
12 H -2.33 0.45 0.16  0.21
13 H -0.30 2.41 -0.09  0.24
14 H 0.04 1.06 2.51  0.25
15 H 2.62 -0.68 0.77  0.21
16 H 1.30 -0.70 -1.67  0.47

As for the spin multiplicity: 1. As for the net charge: 0. The relative energy (zero: lowest compared OMol25 entry of this formula, charge and spin) is 5.980 eV. Its total energy is -346.5558 a.u. The HOMO energy is -8.48 eV. The LUMO energy is 0.8 eV. The SMILES is O[C@@H]1[C@@]23CC[C@H]4[C@@H]2[C@]143. The gap between HOMO and LUMO comes out at 0.341 Eh.